No. 1
83
Properties=species:S:1:pos:R:3 method="wB97M-V/def2-TZVPD" e_homo_ev=-5.347 total_charge=+1 orbital_gap_ev=1.896
Rb -0.916 -1.646 -9.103
Rb -5.016 6.993 0.882
Rb -5.429 2.835 -5.151
O -2.754 1.616 -1.000
C -1.999 0.370 -1.041
C -1.757 -0.435 -2.402
O -1.070 0.199 -3.496
H -2.486 -0.305 -0.337
H -1.053 0.480 -0.511
H -2.736 -0.722 -2.787
H -1.331 -1.426 -2.241
C -10.061 -0.880 -3.349
O -9.140 -1.892 -2.834
C -8.463 -2.665 -3.653
O -8.432 -2.596 -4.891
O -7.715 -3.464 -2.878
C -6.756 -4.352 -3.474
H -10.727 -1.178 -4.158
H -9.415 -0.017 -3.515
H -10.712 -0.643 -2.508
H -7.313 -5.133 -3.992
H -6.118 -4.827 -2.729
H -6.177 -3.739 -4.166
C 4.565 -5.448 -10.912
O 5.159 -4.530 -9.983
C 4.417 -4.123 -8.856
O 3.385 -4.593 -8.527
O 5.145 -3.224 -8.238
C 4.591 -2.725 -7.007
H 5.333 -5.731 -11.632
H 3.832 -4.921 -11.522
H 4.230 -6.431 -10.581
H 5.401 -2.618 -6.286
H 3.683 -3.214 -6.654
H 4.230 -1.714 -7.197
C 10.280 -2.195 1.109
O 9.106 -2.182 0.360
C 8.172 -1.285 0.624
O 8.296 -0.233 1.277
O 7.022 -1.612 0.077
C 5.806 -0.883 0.285
H 10.076 -2.084 2.174
H 10.923 -1.350 0.862
H 10.786 -3.113 0.810
H 5.839 -0.372 1.247
H 4.964 -1.574 0.248
H 5.562 -0.135 -0.470
C 2.666 5.519 3.557
O 3.933 6.127 3.676
C 4.397 6.823 2.666
O 3.866 7.129 1.543
O 5.503 7.388 3.215
C 6.305 8.357 2.416
H 2.884 4.453 3.490
H 2.062 5.695 2.668
H 2.057 5.649 4.451
H 6.405 7.979 1.398
H 7.250 8.446 2.950
H 5.832 9.326 2.250
C -8.022 -0.387 3.292
O -8.497 0.456 4.364
C -9.078 1.580 4.099
O -9.383 2.076 3.007
O -9.162 2.229 5.300
C -9.808 3.466 5.439
H -7.643 0.303 2.537
H -8.875 -0.896 2.843
H -7.292 -1.150 3.563
H -10.796 3.496 5.900
H -10.098 3.894 4.480
H -9.215 4.114 6.084
C 4.657 0.187 7.469
O 3.646 -0.357 6.586
C 2.673 -1.141 7.014
O 2.653 -1.840 8.086
O 1.658 -1.137 6.066
C 0.567 -2.109 6.187
H 5.177 0.915 6.847
H 5.405 -0.506 7.855
H 4.147 0.635 8.322
H 0.403 -2.393 7.227
H 0.873 -2.880 5.481
H -0.378 -1.731 5.797

No. 2
76
Properties=species:S:1:pos:R:3 method="wB97M-V/def2-TZVPD" e_homo_ev="-14.385 / -16.319" relative_energy_kcal_mol=2.00 total_charge=+3 spin_multiplicity=6 orbital_gap_ev="7.115 / 6.737"
Ir -0.165 0.635 0.025
C 3.578 -0.872 2.753
N 2.699 0.159 3.314
C 3.108 0.807 4.564
C 1.535 0.427 2.714
N 1.057 -0.230 1.687
N 0.815 1.484 3.270
C -0.226 2.215 2.747
N -0.631 3.229 3.529
N -0.781 1.952 1.599
H 4.585 -0.695 3.117
H 3.609 -0.793 1.667
H 3.267 -1.873 3.058
H 4.028 0.345 4.904
H 2.367 0.661 5.353
H 3.311 1.871 4.418
H 1.704 -0.940 1.371
H 1.212 1.866 4.113
H -0.182 3.459 4.400
H -1.355 3.856 3.220
H -1.520 2.606 1.370
N -2.044 1.815 -3.737
C -1.962 3.143 -3.398
C -1.518 3.178 -2.111
N -1.330 1.895 -1.664
C -1.653 1.099 -2.666
C -1.521 -0.332 -2.484
N -1.095 -0.810 -1.318
C -1.014 -2.181 -1.458
C -1.401 -2.522 -2.712
N -1.720 -1.340 -3.346
H -2.335 1.472 -4.639
H -2.222 3.926 -4.089
H -1.308 4.039 -1.501
H -0.643 -2.815 -0.672
H -1.466 -3.473 -3.211
H -2.033 -1.266 -4.302
C -5.912 -3.423 1.585
C -5.019 -2.203 1.778
C -5.350 -1.466 3.073
C -5.070 -1.268 0.566
N -3.632 -2.740 1.876
N -2.612 -2.001 2.268
H -6.937 -3.089 1.430
H -5.898 -4.073 2.459
H -5.620 -3.997 0.703
H -6.407 -1.205 3.055
H -4.805 -0.524 3.175
H -5.177 -2.092 3.948
H -6.036 -0.764 0.555
H -4.966 -1.825 -0.366
H -4.288 -0.508 0.618
H -3.398 -3.597 1.385
H -1.751 -2.494 2.471
H -2.858 -1.233 2.882
C 2.842 -0.705 -3.664
C 3.077 0.648 -3.014
C 3.510 1.674 -4.038
O 1.763 1.068 -2.465
B 1.797 0.766 -1.150
O 2.985 0.347 -0.653
C 3.978 0.581 -1.736
C 4.968 -0.562 -1.718
C 4.660 1.896 -1.404
H 2.099 -0.594 -4.454
H 2.481 -1.439 -2.941
H 3.756 -1.088 -4.117
H 2.832 1.651 -4.890
H 4.511 1.441 -4.403
H 3.515 2.680 -3.627
H 4.479 -1.530 -1.799
H 5.543 -0.536 -0.792
H 5.674 -0.461 -2.544
H 3.948 2.722 -1.373
H 5.429 2.132 -2.138
H 5.140 1.815 -0.429

No. 3
69
Properties=species:S:1:pos:R:3 method="wB97M-V/def2-TZVPD" smiles="CCCCCCCCN(CCCCCCCC)C(=S)SCCCNS(=O)(=O)F" e_homo_ev=-8.788 orbital_gap_ev=8.506
C 3.554 -2.767 1.245
C 2.607 -3.899 1.677
C 1.557 -4.198 0.573
C 0.246 -3.463 0.852
C -0.622 -3.279 -0.404
C -0.256 -1.988 -1.136
C -0.801 -1.914 -2.576
C -1.779 -0.774 -2.815
N -1.280 0.591 -2.533
C -2.110 1.645 -3.163
C -2.937 2.445 -2.140
C -3.513 1.608 -0.999
C -2.593 1.519 0.225
C -3.249 0.712 1.362
C -2.258 -0.124 2.181
C -2.578 -0.134 3.676
C -2.381 1.263 4.313
C 0.083 0.785 -2.888
S 0.745 0.624 -4.365
S 1.000 1.272 -1.478
C 2.501 2.036 -2.125
C 2.821 3.340 -1.377
C 3.895 3.184 -0.294
N 3.259 2.953 1.021
S 3.999 1.816 1.936
O 4.983 2.414 2.763
O 4.316 0.642 1.199
F 2.762 1.479 2.829
H 3.032 -2.081 0.575
H 4.433 -3.148 0.729
H 3.910 -2.176 2.087
H 2.101 -3.574 2.584
H 3.183 -4.804 1.856
H 1.402 -5.276 0.556
H 1.994 -3.886 -0.377
H -0.314 -4.053 1.579
H 0.487 -2.490 1.286
H -0.442 -4.124 -1.069
H -1.669 -3.235 -0.098
H 0.837 -1.959 -1.188
H -0.535 -1.115 -0.545
H -1.372 -2.828 -2.756
H -0.009 -1.923 -3.320
H -2.628 -0.944 -2.150
H -2.171 -0.849 -3.835
H -1.486 2.355 -3.702
H -2.762 1.203 -3.920
H -3.720 2.953 -2.705
H -2.292 3.223 -1.726
H -3.749 0.597 -1.332
H -4.453 2.052 -0.661
H -1.650 1.057 -0.062
H -2.402 2.544 0.549
H -4.030 0.089 0.924
H -3.760 1.416 2.023
H -2.266 -1.160 1.831
H -1.248 0.257 2.017
H -1.906 -0.830 4.178
H -3.607 -0.465 3.807
H -1.871 1.178 5.270
H -1.802 1.898 3.645
H -3.332 1.757 4.506
H 3.313 1.318 -2.020
H 2.389 2.223 -3.189
H 1.915 3.765 -0.943
H 3.178 4.075 -2.097
H 4.537 2.348 -0.568
H 4.525 4.069 -0.247
H 2.268 2.757 0.949

no.,energy (hartree)
1,-2362.52409
2,-1667.79317
3,-2341.03041